One molecule with the formula C2H5PS, computed with wB97M-V/def2-TZVPD.

- HOMO: -9.0 eV
- HOMO-LUMO gap: 9.8 eV
- E_LUMO: 0.0319 hartree
- Structure (SMILES): P[C@@H]1CS1

```
9
Properties=species:S:1:pos:R:3:forces:R:3:mulliken_charge:R:1
C 0.611 -0.950 -0.326 -1.61 -2.36 -0.53 -0.565
C -0.617 -0.128 -0.214 0.27 -0.06 0.97 -0.205
P -0.605 1.596 0.452 -1.53 0.25 1.63 -0.105
S 0.019 -0.362 -1.884 -0.61 0.60 -0.97 -0.121
H 1.607 -0.775 -0.179 2.21 1.76 1.12 0.301
H 0.530 -2.024 -0.228 -0.65 -0.24 0.14 0.256
H -1.548 -0.695 -0.009 0.70 0.47 -0.09 0.347
H 0.745 1.894 0.350 0.61 -0.24 0.21 0.030
H -0.744 1.443 2.036 0.60 -0.18 -2.48 0.061
```
Positions in Å, forces in eV/Å.

One molecule with the formula C2HN3O2, computed with wB97M-V/def2-TZVPD.

- HOMO (spin up / spin down): -9.7 / -9.9 eV
- HOMO-LUMO gap (spin up / spin down): 7.5 / 7.9 eV
- E_LUMO (spin up / spin down): -0.0791 / -0.0729 hartree

```
8
Properties=species:S:1:pos:R:3:forces:R:3:mulliken_charge:R:1
C -0.167 0.168 0.248 1.02 -0.47 0.19 -0.112
C -1.908 0.806 1.380 -1.75 0.58 0.52 0.300
N -1.675 0.011 2.357 -1.09 0.65 -0.60 -0.220
N -0.385 -0.197 2.524 2.03 -1.20 1.57 -0.373
N 0.336 -0.341 1.411 -1.12 0.76 -1.10 0.846
O -1.104 1.108 0.385 0.05 -0.01 -0.71 -0.205
O 1.423 -0.910 1.433 0.83 -0.42 0.14 -0.664
H 0.278 -0.056 -0.704 0.03 0.11 -0.01 0.428
```
Positions in Å, forces in eV/Å.

The energy above the lowest of the compared OMol25 structures with the same formula, charge and spin results, record by record, are as follows: 75.0; 862.9 kJ/mol.